# 1
Formula: C38H33BrCl3F5GeIO4S2Ti
Source: the OMol25 dataset
Level of theory: wB97M-V/def2-TZVPD

Each line ends with the Löwdin charge.
Atoms and positions in Å:
Ti: 1.96335 -0.64496 -0.49520  0.932
O: 0.56726 -1.93778 -1.22711  -0.628
S: -0.04526 -2.91851 -2.22977  1.070
C: -1.41932 -3.66468 -1.29443  -0.275
C: -1.08539 -5.13107 -1.03788  -0.207
C: 0.43313 -5.20737 -0.93005  -0.212
C: 0.93229 -4.44193 -2.14481  -0.288
H: -2.34432 -3.48335 -1.83715  0.085
H: -1.43230 -3.08463 -0.37097  0.072
H: -1.42609 -5.74862 -1.87224  0.117
H: -1.59415 -5.47722 -0.13834  0.122
H: 0.80390 -6.23197 -0.92824  0.124
H: 0.78368 -4.71782 -0.01799  0.116
H: 0.71876 -4.96878 -3.07885  0.107
H: 1.98215 -4.16517 -2.12664  0.072
C: -0.92940 5.00236 -0.17125  -0.423
S: -0.64131 3.22523 -0.15187  0.680
C: -0.56467 2.99847 1.62876  -0.417
O: 0.90726 0.36908 0.08456  -0.399
H: -1.86285 5.26574 0.32907  0.033
H: -0.98981 5.31984 -1.21169  0.028
H: -0.09878 5.52661 0.30595  0.028
H: -1.52699 3.22020 2.09272  0.031
H: 0.21348 3.63441 2.05462  0.036
H: -0.30701 1.95668 1.81411  0.006
Cl: 5.61798 1.43304 1.90362  0.619
C: 4.85502 -0.05262 1.34077  -1.454
Cl: 3.21923 -0.17502 2.07715  0.668
Cl: 5.81881 -1.43836 1.82717  0.683
C: 4.72985 0.02422 -0.23025  -0.776
O: 5.67646 -0.28119 -0.89432  0.105
O: 3.57024 0.47661 -0.63420  -0.273
C: -5.20198 3.11870 2.28157  -0.092
C: -4.59694 2.21705 3.14468  -0.091
C: -3.75130 1.23555 2.64203  -0.123
C: -3.50712 1.13394 1.27270  -0.337
C: -4.11756 2.05270 0.41750  -0.128
C: -4.95987 3.03469 0.91525  -0.086
Ge: -2.25516 -0.18052 0.54593  1.119
C: -3.07862 -0.76398 -1.14807  -0.338
C: -2.51961 -0.40088 -2.37106  -0.136
C: -3.12297 -0.76607 -3.57055  -0.088
C: -4.30103 -1.49743 -3.55840  -0.092
C: -4.87990 -1.85386 -2.34498  -0.089
C: -4.27424 -1.48605 -1.15220  -0.114
C: -2.08491 -1.66709 1.82899  -0.324
C: -3.20428 -2.22897 2.44782  -0.120
C: -3.06761 -3.25492 3.37394  -0.085
C: -1.80643 -3.73436 3.70305  -0.088
C: -0.68222 -3.18462 3.10318  -0.079
C: -0.82673 -2.15850 2.17809  -0.126
H: -5.85974 3.88590 2.67020  0.100
H: -4.77928 2.27812 4.21054  0.101
H: -3.27738 0.54429 3.33077  0.097
H: -3.93056 2.00463 -0.64962  0.097
H: -5.42731 3.73866 0.23758  0.102
H: -1.59850 0.17295 -2.39022  0.101
H: -2.67319 -0.47570 -4.51211  0.104
H: -4.77543 -1.78060 -4.48947  0.101
H: -5.80745 -2.41302 -2.33032  0.103
H: -4.74052 -1.77224 -0.21530  0.097
H: -4.19717 -1.85954 2.21434  0.097
H: -3.94764 -3.67712 3.84337  0.103
H: -1.70060 -4.52826 4.43140  0.102
H: 0.30707 -3.54648 3.35599  0.106
H: 0.06203 -1.73958 1.71995  0.074
Br: 4.62928 5.88034 2.25633  0.708
C: 3.86937 6.56842 0.66513  -0.739
C: 3.85942 7.94793 0.50355  -0.140
C: 3.30771 8.50722 -0.63605  -0.086
C: 2.76435 7.68662 -1.61429  -0.088
C: 2.77786 6.31209 -1.44989  -0.165
C: 3.33221 5.73574 -0.30964  -0.747
I: 3.31093 3.66038 -0.14910  1.028
H: 4.28614 8.57361 1.27515  0.097
H: 3.30410 9.58244 -0.75689  0.105
H: 2.32946 8.11476 -2.50806  0.104
H: 2.35566 5.66844 -2.21016  0.092
F: 3.08475 -1.44638 -2.55395  0.022
C: 3.67699 -2.43261 -1.77032  -0.279
C: 3.24930 -2.52587 -0.46765  -0.086
C: 3.79676 -3.56220 0.24801  -0.281
F: 3.43229 -3.77150 1.52936  0.057
C: 4.72426 -4.43964 -0.29069  -0.147
F: 5.23857 -5.43792 0.43113  0.120
C: 5.13294 -4.27689 -1.60598  -0.129
F: 6.02339 -5.11317 -2.13354  0.131
C: 4.60293 -3.25328 -2.37588  -0.154
F: 4.97025 -3.10736 -3.64837  0.130

multiplicity	2
total charge	0
expectation value of S²	0.7533
energy relative to the best compared isomer or geometry (same formula, charge and spin)	28.58	kcal per mole
HOMO level (spin up / spin down)	-7.32 / -7.88	eV
orbital gap (spin up / spin down)	6.9 / 7.1	eV
DFT total energy	-278730.3300	eV
M	1146.4	Da

# 2
Formula: C38H33BrCrF9N5O5P
Source: the OMol25 dataset
Level of theory: wB97M-V/def2-TZVPD

Each line ends with the Löwdin charge.
Atoms and positions in Å:
Cr: 0.37567 -1.00212 0.88520  0.619
C: -0.26996 2.92518 2.26077  0.032
C: -0.35319 1.63088 2.98481  -0.312
N: -0.02269 0.41393 2.56768  0.088
C: -0.21617 -0.42138 3.65533  -0.131
C: -0.66772 0.29928 4.72269  -0.052
N: -0.73615 1.58980 4.27471  0.199
C: -1.06980 0.02071 6.13507  -0.475
O: -1.06256 -1.23126 6.53129  0.156
O: -1.40666 0.95277 6.81956  0.126
C: 0.12630 -1.86217 3.56962  -0.549
O: -0.03034 -2.59301 4.54531  0.088
O: 0.60793 -2.21344 2.44001  -0.132
H: -0.61197 2.83608 1.23059  0.057
H: 0.75773 3.28969 2.24922  0.091
H: -0.89033 3.66649 2.76017  0.099
H: -1.03611 2.35630 4.86244  0.182
H: -0.80202 -1.85419 5.79455  0.078
O: 6.72388 -0.73369 2.51934  0.114
C: 5.42892 -0.61452 2.20038  -0.290
C: 4.45047 -0.19163 3.10083  0.034
C: 3.14808 -0.11145 2.66275  -0.101
N: 2.76513 -0.41342 1.41592  -0.034
C: 3.72176 -0.81320 0.59613  -0.686
Br: 3.09647 -1.22678 -1.14379  0.897
C: 5.05914 -0.93833 0.89488  -0.007
H: 6.87695 -0.50246 3.44417  0.130
H: 4.70001 0.06074 4.12028  0.127
H: 2.36514 0.20312 3.33645  0.113
H: 5.78843 -1.27119 0.17536  0.127
F: 4.70123 5.21787 -0.53262  0.147
C: 3.67902 5.32270 -1.39312  -0.586
F: 3.06139 6.49032 -1.14216  0.155
F: 4.19412 5.40366 -2.62923  0.154
C: 2.71578 4.16549 -1.27407  -0.095
C: 1.75437 3.99463 -2.26457  0.019
C: 0.85170 2.95239 -2.16936  -0.064
C: 0.90050 2.07866 -1.08085  -0.353
C: 1.86902 2.25726 -0.10296  -0.102
C: 2.77835 3.30004 -0.19486  0.016
P: -0.26717 0.70064 -0.91476  1.073
C: -0.53930 0.21644 -2.65016  -0.370
C: 0.56654 -0.04113 -3.45536  -0.104
C: 0.40118 -0.51165 -4.74608  0.017
C: -0.87731 -0.71979 -5.24007  -0.099
C: -1.98857 -0.43583 -4.45820  0.014
C: -1.82103 0.03550 -3.16759  -0.063
C: -1.09299 -1.25128 -6.63566  -0.586
F: 0.05502 -1.37558 -7.31369  0.149
F: -1.67563 -2.46342 -6.60414  0.151
F: -1.90020 -0.44438 -7.34347  0.154
C: -1.85773 1.42927 -0.41381  -0.381
C: -2.27118 2.69016 -0.83462  -0.055
C: -3.48530 3.20835 -0.41032  0.022
C: -4.29280 2.45993 0.43274  -0.095
C: -3.90042 1.19325 0.84585  0.017
C: -2.68333 0.68605 0.42497  -0.084
C: -5.60423 3.01287 0.94275  -0.586
F: -5.90973 4.19334 0.39240  0.152
F: -5.55905 3.18843 2.27633  0.151
F: -6.61843 2.17052 0.68842  0.155
H: 1.72276 4.66841 -3.10873  0.134
H: 0.12572 2.80657 -2.95806  0.116
H: 1.92609 1.57695 0.73493  0.067
H: 3.53760 3.43102 0.56296  0.128
H: 1.56601 0.13694 -3.08387  0.063
H: 1.26110 -0.71222 -5.36697  0.129
H: -2.98283 -0.57888 -4.85703  0.134
H: -2.69348 0.24843 -2.56662  0.112
H: -1.64259 3.28653 -1.48160  0.107
H: -3.80027 4.18979 -0.73127  0.129
H: -4.53705 0.61223 1.49671  0.135
H: -2.37561 -0.29608 0.77075  0.083
C: -0.67382 -2.80652 -1.49167  -0.152
C: -1.20650 -4.17346 -1.98157  -0.135
N: -1.10987 -5.16833 -0.92680  -0.151
C: 0.27730 -5.26799 -0.49561  -0.136
C: 0.77507 -3.91756 0.06193  -0.140
N: -0.28774 -2.88321 -0.06752  -0.237
C: -1.48410 -3.33912 0.68850  -0.128
C: -1.91698 -4.74360 0.20726  -0.133
H: -1.43538 -2.03195 -1.58450  0.097
H: 0.20457 -2.48373 -2.05582  0.106
H: -0.64139 -4.52233 -2.84593  0.125
H: -2.25132 -4.09406 -2.28461  0.125
H: 0.88177 -5.58606 -1.34631  0.125
H: 0.34454 -6.04639 0.26514  0.126
H: 1.64140 -3.55115 -0.49068  0.069
H: 1.04143 -3.97516 1.11629  0.115
H: -2.26927 -2.59974 0.50473  0.113
H: -1.23723 -3.33161 1.75014  0.112
H: -2.96868 -4.74707 -0.08324  0.125
H: -1.79146 -5.47606 1.00559  0.128

multiplicity	5
total charge	+1
expectation value of S²	6.0166
energy relative to the best compared isomer or geometry (same formula, charge and spin)	0.00	kcal per mole
HOMO level (spin up / spin down)	-11.06 / -11.12	eV
orbital gap (spin up / spin down)	8.2 / 8.1	eV
DFT total energy	-189840.3657	eV
M	973.6	Da

# 3
Formula: C38H33IN4O2PSZr
Source: the OMol25 dataset
Level of theory: wB97M-V/def2-TZVPD

Each line ends with the Löwdin charge.
Atoms and positions in Å:
Zr: -0.94557 0.34230 -0.11814  1.367
C: -4.28657 -2.88202 -0.14943  0.031
C: -3.02832 -2.09373 0.02317  -0.203
N: -2.60629 -1.19709 -0.79710  -0.039
N: -3.33373 -0.93268 -1.93988  0.029
C: -2.68608 -0.34764 -2.97384  -0.748
N: -3.35842 -0.20806 -4.10255  0.164
S: -1.07463 0.17381 -2.83516  0.790
C: -2.14295 -2.33466 1.18575  -0.209
C: -2.40028 -3.33058 2.09668  0.041
C: -1.52809 -3.51334 3.17011  0.020
C: -0.43407 -2.68817 3.28277  0.011
C: -0.23178 -1.71643 2.31084  -0.110
N: -1.05629 -1.53654 1.28137  -0.016
H: -5.06676 -2.33789 -0.67617  0.091
H: -4.70641 -3.15157 0.81509  0.098
H: -4.08124 -3.80705 -0.69600  0.129
H: -4.22135 -1.39653 -2.07316  0.149
H: -4.28574 -0.58041 -4.24617  0.142
H: -2.90108 0.21347 -4.89776  0.131
H: -3.25589 -3.97848 1.98332  0.126
H: -1.71294 -4.29415 3.89616  0.138
H: 0.26890 -2.78406 4.09836  0.135
H: 0.63571 -1.07138 2.35881  0.087
C: -2.33884 4.32617 -1.29129  0.037
C: -2.32606 3.12115 -0.41989  -0.300
O: -1.46540 2.22495 -0.71787  -0.288
C: -3.19150 2.95638 0.69834  -0.101
C: -4.08025 4.00011 1.05329  0.018
C: -4.87679 3.89994 2.16197  -0.025
C: -4.80107 2.74465 2.95123  0.004
C: -3.94671 1.70407 2.63051  0.019
C: -3.14709 1.79555 1.50422  -0.286
O: -2.33087 0.76428 1.20409  -0.334
H: -1.63482 4.19854 -2.10761  0.102
H: -2.05858 5.20982 -0.71222  0.122
H: -3.33993 4.50402 -1.68628  0.116
H: -4.12525 4.89402 0.44648  0.127
H: -5.55046 4.70193 2.42841  0.128
H: -5.42404 2.66308 3.83329  0.131
H: -3.88624 0.81423 3.24308  0.131
I: 0.57139 2.07448 1.86449  1.251
C: 2.66066 2.06642 2.00214  -0.564
C: 3.02755 3.01814 2.91026  -0.165
C: 4.38857 3.20568 3.21729  -0.032
C: 5.30650 2.42278 2.59672  0.006
C: 4.92705 1.43666 1.64991  -0.135
C: 5.95566 0.68031 1.04226  0.015
C: 5.67486 -0.26574 0.10787  -0.019
C: 4.33724 -0.48301 -0.24847  -0.081
C: 3.28570 0.20313 0.31905  -0.287
P: 1.71232 -0.29734 -0.47296  0.954
C: 1.62611 -2.10753 -0.34851  -0.397
C: 0.73319 -2.77978 -1.19066  -0.132
C: 0.51046 -4.14012 -1.03551  -0.054
C: 1.16843 -4.83954 -0.02991  -0.043
C: 2.04891 -4.17567 0.81428  -0.043
C: 2.27594 -2.81245 0.66027  -0.091
C: 2.01290 0.13998 -2.21114  -0.449
C: 2.33650 -0.76805 -3.21483  -0.093
C: 2.60050 -0.30603 -4.49814  -0.040
C: 2.54515 1.05305 -4.78190  -0.040
C: 2.22958 1.96309 -3.78110  -0.053
C: 1.96078 1.50628 -2.50009  -0.135
C: 3.55533 1.21085 1.30354  -0.178
H: 2.28786 3.63304 3.40446  0.087
H: 4.67832 3.96082 3.93494  0.129
H: 6.36087 2.54149 2.81149  0.134
H: 6.97918 0.88224 1.33368  0.135
H: 6.46131 -0.83702 -0.36557  0.128
H: 4.13779 -1.22300 -1.01438  0.114
H: 0.23502 -2.24989 -1.99614  0.068
H: -0.15325 -4.66257 -1.71327  0.117
H: 1.01019 -5.90446 0.08229  0.121
H: 2.57381 -4.72218 1.58739  0.123
H: 2.96885 -2.30877 1.32263  0.115
H: 2.40242 -1.82819 -3.00747  0.109
H: 2.86365 -1.01078 -5.27636  0.122
H: 2.76180 1.40404 -5.78239  0.122
H: 2.20642 3.02324 -3.99663  0.120
H: 1.73823 2.22633 -1.71633  0.105

multiplicity	1
total charge	+3
energy relative to the best compared isomer or geometry (same formula, charge and spin)	1.62	kcal per mole
HOMO level	-15.36	eV
orbital gap	6.2	eV
DFT total energy	-79483.0104	eV
M	858.9	Da